(1)
C45H41BaCl2GeN4O2P2 as an isolated structure at a distorted geometry. Source: the Open Molecules 2025 dataset; level of theory: ωB97M-V/def2-TZVPD.

Element x y z (Å)
Ba1 0.214 -0.215 0.560
Cl1 1.362 -5.452 5.609
C1 0.643 -4.432 4.420
C2 1.410 -3.507 3.755
C3 0.863 -2.636 2.791
N1 1.553 -1.689 2.111
C4 2.882 -1.559 2.235
O1 3.660 -2.225 2.917
C5 3.478 -0.436 1.432
C6 4.829 -0.168 1.668
C7 5.465 0.794 0.914
C8 4.720 1.475 -0.040
C9 3.376 1.174 -0.172
N2 2.762 0.236 0.538
C10 -0.547 -2.725 2.533
C11 -1.290 -3.722 3.189
C12 -0.722 -4.552 4.122
Cl2 -1.684 -5.733 4.919
N3 -1.125 -1.900 1.633
C13 -2.415 -1.564 1.759
O2 -3.065 -1.528 2.798
C14 -3.099 -1.147 0.486
C15 -4.282 -1.802 0.144
C16 -4.990 -1.367 -0.960
C17 -4.509 -0.274 -1.665
C18 -3.319 0.299 -1.256
N4 -2.618 -0.125 -0.210
H1 2.461 -3.437 3.982
H2 5.341 -0.738 2.429
H3 6.516 1.007 1.052
H4 5.177 2.216 -0.676
H5 2.752 1.700 -0.886
H6 -2.339 -3.819 2.964
H7 -4.628 -2.630 0.744
H8 -5.904 -1.860 -1.258
H9 -5.039 0.114 -2.520
H10 -2.897 1.141 -1.788
C19 0.432 5.282 0.331
P1 -0.055 3.505 0.574
C20 -1.670 3.552 -0.323
C21 -0.601 3.624 2.319
C22 -1.825 4.159 2.699
C23 -2.148 4.288 4.037
C24 -1.244 3.890 5.008
C25 -0.036 3.329 4.640
C26 0.290 3.175 3.299
P2 1.858 2.442 2.696
C27 2.957 3.837 3.231
C28 2.287 1.290 4.068
H11 -0.343 5.955 0.700
H12 0.586 5.451 -0.734
H13 1.364 5.488 0.854
H14 -2.184 4.509 -0.240
H15 -2.296 2.751 0.069
H16 -1.464 3.355 -1.375
H17 -2.539 4.463 1.948
H18 -3.103 4.703 4.321
H19 -1.489 3.998 6.053
H20 0.646 3.006 5.413
H21 2.765 4.059 4.280
H22 2.782 4.727 2.630
H23 3.995 3.537 3.109
H24 2.263 1.768 5.047
H25 3.295 0.927 3.879
H26 1.610 0.436 4.054
C29 0.307 1.905 -3.569
Ge1 0.136 0.139 -2.567
C30 1.644 -0.879 -3.424
C31 1.717 -0.981 -4.808
C32 2.756 -1.660 -5.417
C33 3.741 -2.254 -4.645
C34 3.671 -2.177 -3.265
C35 2.628 -1.494 -2.664
C36 -1.452 -0.686 -3.506
C37 -2.207 0.052 -4.385
C38 -3.366 -0.456 -4.988
C39 -3.811 -1.708 -4.670
C40 -3.081 -2.512 -3.770
C41 -3.520 -3.807 -3.425
C42 -2.787 -4.592 -2.581
C43 -1.572 -4.120 -2.062
C44 -1.133 -2.861 -2.366
C45 -1.875 -2.009 -3.208
H27 0.456 1.735 -4.633
H28 1.166 2.456 -3.193
H29 -0.570 2.535 -3.438
H30 0.941 -0.529 -5.414
H31 2.799 -1.728 -6.495
H32 4.558 -2.779 -5.118
H33 4.428 -2.652 -2.656
H34 2.577 -1.439 -1.579
H35 -1.911 1.062 -4.631
H36 -3.911 0.155 -5.694
H37 -4.718 -2.101 -5.107
H38 -4.446 -4.170 -3.848
H39 -3.130 -5.583 -2.322
H40 -0.981 -4.764 -1.427
H41 -0.178 -2.521 -1.986

Computed properties:
Net charge: 0
ΔE to the lowest compared entry with this formula, charge and spin, kcal/mol: 45.3
LUMO (spin up / spin down), eV: 0.023 / -2.682
⟨S²⟩: 0.753
Gap between HOMO and LUMO (spin up / spin down), eV: 6.44 / 3.70
Spin multiplicity: 2

---

(2)
C45H42Br2N4P2PbS2 as an isolated structure at a distorted geometry. Source: the Open Molecules 2025 dataset; level of theory: ωB97M-V/def2-TZVPD.

Element x y z (Å)
Pb1 0.509 0.050 -0.659
C1 5.287 0.657 -3.211
C2 4.245 1.341 -2.486
S1 3.987 1.296 -0.887
C3 3.438 2.210 -3.351
C4 4.194 3.362 -3.856
S2 1.899 1.837 -3.730
H1 5.644 -0.149 -2.557
H2 6.116 1.264 -3.486
H3 5.083 0.252 -4.208
H4 4.116 4.143 -3.072
H5 3.747 3.788 -4.713
H6 5.263 3.169 -3.977
C5 -0.022 0.715 3.171
C6 -1.262 1.382 2.570
P1 -0.850 2.101 0.915
C7 -2.465 2.814 0.389
C8 -2.513 3.607 -0.747
C9 -3.668 4.244 -1.157
C10 -4.883 4.026 -0.468
C11 -4.850 3.110 0.640
C12 -3.660 2.579 1.071
C13 0.178 3.620 1.061
C14 -0.388 4.623 1.856
C15 0.206 5.825 1.998
C16 1.525 5.959 1.478
C17 2.111 4.960 0.780
C18 1.483 3.755 0.583
P2 0.667 -0.708 2.284
C19 -0.343 -2.134 2.830
C20 0.191 -3.385 2.599
C21 -0.446 -4.555 2.880
C22 -1.773 -4.465 3.370
C23 -2.370 -3.215 3.522
C24 -1.644 -2.039 3.281
C25 2.323 -1.103 2.884
C26 3.344 -1.238 1.964
C27 4.659 -1.574 2.235
C28 4.964 -1.892 3.516
C29 4.009 -1.827 4.523
C30 2.776 -1.410 4.210
H7 -0.331 0.482 4.216
H8 0.770 1.489 3.324
H9 -2.230 0.850 2.505
H10 -1.422 2.274 3.258
H11 -1.650 3.783 -1.367
H12 -3.679 4.891 -2.065
H13 -5.804 4.377 -0.850
H14 -5.791 2.917 1.139
H15 -3.608 1.992 1.990
H16 -1.337 4.472 2.353
H17 -0.270 6.648 2.565
H18 2.059 6.888 1.688
H19 3.128 5.107 0.423
H20 1.952 2.978 -0.009
H21 1.200 -3.500 2.193
H22 0.113 -5.473 2.883
H23 -2.405 -5.350 3.559
H24 -3.363 -3.147 3.948
H25 -2.119 -1.162 3.543
H26 3.109 -0.843 0.936
H27 5.420 -1.528 1.450
H28 5.977 -2.177 3.791
H29 4.160 -2.094 5.587
H30 1.980 -1.370 4.974
Br1 -5.224 -3.851 1.288
C31 -3.722 -2.885 0.638
C32 -3.818 -1.485 0.629
C33 -2.720 -0.822 0.142
N1 -1.561 -1.392 -0.209
C34 -1.535 -2.771 -0.118
C35 -2.584 -3.505 0.293
C36 -0.259 -3.353 -0.575
C37 -0.143 -4.706 -0.771
C38 1.020 -5.240 -1.292
Br2 1.194 -7.113 -1.432
C39 2.115 -4.418 -1.500
C40 1.932 -3.060 -1.268
N2 0.802 -2.573 -0.796
H31 -4.742 -1.036 0.909
H32 -2.765 0.267 0.118
H33 -2.520 -4.582 0.404
H34 -0.941 -5.414 -0.506
H35 2.987 -4.853 -1.902
H36 2.677 -2.327 -1.475
N3 -3.152 -0.673 -6.241
C41 -2.459 -0.496 -5.087
C42 -1.273 -1.167 -4.820
C43 -0.572 -0.885 -3.703
N4 -0.986 -0.003 -2.754
C44 -2.119 0.682 -2.994
C45 -2.869 0.508 -4.149
H37 -2.726 -1.182 -7.011
H38 -3.932 -0.094 -6.459
H39 -0.815 -1.891 -5.526
H40 0.378 -1.347 -3.516
H41 -2.438 1.296 -2.184
H42 -3.915 0.869 -4.213

Computed properties:
Net charge: +2
ΔE to the lowest compared entry with this formula, charge and spin, kcal/mol: 0.0
LUMO, eV: -5.333
Gap between HOMO and LUMO, eV: 7.63

---

(3)
C45H43MnN3O6P2STe as an isolated structure. Source: the Open Molecules 2025 dataset; level of theory: ωB97M-V/def2-TZVPD.

Element x y z (Å)
Mn1 0.634 -0.472 -0.148
O1 3.416 1.114 5.967
C1 3.903 -0.010 5.265
C2 3.134 -0.164 3.984
C3 3.456 -1.169 3.081
C4 2.734 -1.286 1.911
N1 1.715 -0.478 1.603
C5 1.381 0.476 2.484
C6 2.073 0.670 3.670
C7 0.171 1.259 2.139
C8 -0.360 2.210 3.000
C9 -1.560 2.827 2.695
C10 -2.148 3.886 3.596
O2 -1.563 3.918 4.878
C11 -2.201 2.437 1.528
C12 -1.601 1.497 0.715
N2 -0.422 0.925 0.981
H1 3.897 1.201 6.795
H2 3.789 -0.928 5.852
H3 4.967 0.098 5.025
H4 4.264 -1.864 3.274
H5 2.962 -2.054 1.186
H6 1.799 1.451 4.360
H7 0.140 2.472 3.920
H8 -3.234 3.762 3.646
H9 -1.961 4.864 3.146
H10 -1.980 3.253 5.435
H11 -3.159 2.852 1.241
H12 -2.092 1.187 -0.192
C13 0.091 0.536 -4.886
N3 0.321 0.122 -3.484
P1 1.741 -0.563 -3.012
C14 2.308 0.159 -1.502
C15 1.770 1.330 -0.903
C16 2.568 2.065 0.022
C17 3.803 1.627 0.388
C18 4.334 0.435 -0.183
C19 3.623 -0.268 -1.102
C20 2.919 -0.295 -4.316
C21 3.492 0.972 -4.435
C22 4.394 1.224 -5.454
C23 4.727 0.212 -6.346
C24 4.168 -1.051 -6.221
C25 3.260 -1.312 -5.205
P2 -0.868 0.121 -2.245
C26 -1.642 1.758 -2.559
C27 -0.856 2.870 -2.868
C28 -1.429 4.124 -3.018
C29 -2.798 4.287 -2.859
C30 -3.591 3.188 -2.568
C31 -3.019 1.932 -2.424
C32 -2.202 -1.017 -2.698
C33 -3.004 -1.440 -1.639
C34 -4.071 -2.294 -1.864
C35 -4.326 -2.758 -3.146
C36 -3.512 -2.368 -4.199
C37 -2.455 -1.495 -3.979
H13 0.745 1.363 -5.157
H14 -0.939 0.871 -4.978
H15 0.261 -0.291 -5.574
H16 0.929 1.846 -1.335
H17 2.178 2.994 0.419
H18 4.397 2.197 1.089
H19 5.323 0.099 0.098
H20 4.053 -1.155 -1.551
H21 3.247 1.752 -3.722
H22 4.844 2.202 -5.549
H23 5.437 0.408 -7.139
H24 4.441 -1.837 -6.912
H25 2.827 -2.297 -5.094
H26 0.209 2.761 -3.024
H27 -0.806 4.973 -3.267
H28 -3.245 5.265 -2.978
H29 -4.662 3.303 -2.465
H30 -3.656 1.081 -2.216
H31 -2.766 -1.133 -0.625
H32 -4.689 -2.616 -1.036
H33 -5.149 -3.438 -3.323
H34 -3.696 -2.745 -5.196
H35 -1.830 -1.212 -4.812
C38 -0.945 -1.482 3.804
Te1 -0.715 -2.489 1.936
C39 -2.713 -3.155 2.281
C40 -2.919 -3.027 3.771
C41 -3.956 -3.694 4.415
C42 -4.139 -3.558 5.781
C43 -3.283 -2.749 6.518
C44 -2.249 -2.083 5.884
C45 -2.059 -2.215 4.511
H36 -1.204 -0.437 3.624
H37 -0.009 -1.517 4.359
H38 -2.818 -4.180 1.933
H39 -3.407 -2.525 1.724
H40 -4.618 -4.332 3.843
H41 -4.943 -4.089 6.273
H42 -3.416 -2.649 7.587
H43 -1.573 -1.460 6.459
O3 1.749 -2.393 -0.517
S1 1.055 -3.068 -1.626
O4 1.527 -4.358 -1.975
O5 -0.363 -2.831 -1.632
O6 1.645 -2.137 -2.939

Computed properties:
Net charge: +1
LUMO (spin up / spin down), eV: -2.693 / -2.712
Gap between HOMO and LUMO (spin up / spin down), eV: 6.58 / 7.00

---

(4)
C45H43N5O2PPbSeSi as an isolated structure. Source: the Open Molecules 2025 dataset; level of theory: ωB97M-V/def2-TZVPD.

Element x y z (Å)
Pb1 -0.874 0.468 -1.456
O1 -5.227 -0.597 -1.681
C1 -4.101 -0.076 -1.724
N1 -2.923 -0.656 -1.580
C2 -2.881 -2.084 -1.367
C3 -1.655 -2.690 -2.008
C4 -1.647 -4.002 -2.464
C5 -0.484 -4.521 -3.010
C6 0.640 -3.715 -3.089
C7 0.553 -2.415 -2.625
N2 -0.564 -1.926 -2.090
C8 -4.002 1.415 -1.996
C9 -5.146 2.099 -2.397
C10 -5.068 3.455 -2.652
C11 -3.841 4.091 -2.497
C12 -2.753 3.334 -2.106
N3 -2.827 2.031 -1.859
H1 -3.792 -2.565 -1.736
H2 -2.822 -2.301 -0.289
H3 -2.546 -4.602 -2.407
H4 -0.460 -5.538 -3.381
H5 1.569 -4.079 -3.504
H6 1.403 -1.746 -2.660
H7 -6.063 1.536 -2.488
H8 -5.939 4.008 -2.978
H9 -3.734 5.152 -2.674
H10 -1.775 3.789 -2.000
C13 3.438 2.720 -1.661
C14 3.668 2.862 -3.021
C15 2.691 2.475 -3.923
C16 1.480 1.959 -3.454
N4 1.271 1.861 -2.138
C17 2.214 2.204 -1.271
C18 0.380 1.488 -4.337
C19 0.434 1.703 -5.718
C20 -0.571 1.238 -6.547
C21 -1.647 0.550 -6.005
C22 -1.708 0.352 -4.634
C23 -0.717 0.806 -3.768
H11 4.183 2.984 -0.924
H12 4.609 3.261 -3.381
H13 2.877 2.564 -4.983
H14 1.984 2.047 -0.219
H15 1.257 2.247 -6.167
H16 -0.516 1.414 -7.615
H17 -2.433 0.174 -6.651
H18 -2.560 -0.178 -4.214
O2 -0.626 3.806 1.348
N5 -1.937 3.500 1.039
C24 -2.599 2.965 1.983
C25 -2.164 2.643 3.361
C26 -2.934 3.173 4.398
C27 -2.536 3.038 5.715
C28 -1.366 2.357 6.015
C29 -0.618 1.789 4.997
C30 -1.011 1.896 3.664
P1 -0.144 0.964 2.320
C31 -0.488 -0.779 2.821
C32 -1.061 -1.226 4.011
C33 -1.428 -2.557 4.156
C34 -1.228 -3.458 3.120
C35 -0.634 -3.031 1.941
C36 -0.283 -1.700 1.788
C37 1.587 1.230 2.857
C38 2.532 0.211 2.788
C39 3.876 0.486 2.989
C40 4.290 1.778 3.275
C41 3.356 2.805 3.335
C42 2.014 2.537 3.117
H19 -0.208 3.908 0.485
H20 -3.656 2.875 1.747
H21 -3.837 3.720 4.155
H22 -3.137 3.468 6.507
H23 -1.055 2.247 7.047
H24 0.284 1.238 5.238
H25 -1.218 -0.546 4.835
H26 -1.889 -2.892 5.078
H27 -1.528 -4.493 3.229
H28 -0.458 -3.729 1.132
H29 0.185 -1.364 0.869
H30 2.223 -0.794 2.540
H31 4.598 -0.315 2.899
H32 5.341 1.989 3.433
H33 3.675 3.822 3.535
H34 1.287 3.340 3.135
C43 2.274 -5.042 0.178
Si1 3.404 -3.627 0.773
C44 5.195 -4.200 0.494
C45 3.210 -3.522 2.663
Se1 3.006 -1.718 -0.268
H35 2.789 -6.007 0.202
H36 1.953 -4.857 -0.847
H37 1.378 -5.118 0.799
H38 5.463 -5.027 1.160
H39 5.878 -3.370 0.681
H40 5.340 -4.522 -0.539
H41 3.463 -4.476 3.137
H42 2.189 -3.256 2.948
H43 3.879 -2.758 3.067

Computed properties:
Net charge: -1
ΔE to the lowest compared entry with this formula, charge and spin, kcal/mol: 3.1
LUMO, eV: 2.370
Gap between HOMO and LUMO, eV: 6.23

---

(5)
C45H43N5O2PS4Sn as an isolated structure at a distorted geometry. Source: the Open Molecules 2025 dataset; level of theory: ωB97M-V/def2-TZVPD.

Element x y z (Å)
Sn1 -13.920 -10.919 -16.296
C1 -25.666 -17.159 -14.543
O1 -25.545 -16.253 -15.768
C2 -24.238 -15.976 -16.176
C3 -24.083 -14.885 -17.084
C4 -22.795 -14.430 -17.264
C5 -21.663 -15.167 -16.788
C6 -21.853 -16.381 -16.091
C7 -23.127 -16.735 -15.694
C8 -20.415 -14.476 -16.612
N1 -20.152 -13.225 -17.048
C9 -18.890 -12.930 -16.582
C10 -18.323 -14.014 -15.894
N2 -19.372 -14.980 -15.875
C11 -17.019 -13.984 -15.350
C12 -16.366 -15.049 -14.750
C13 -14.972 -15.056 -14.677
C14 -14.285 -13.907 -15.125
N3 -14.884 -12.901 -15.722
C15 -16.276 -12.781 -15.691
C16 -16.850 -11.651 -16.314
N4 -16.156 -10.474 -16.477
C17 -16.735 -9.342 -16.991
C18 -18.053 -9.344 -17.365
C19 -18.819 -10.529 -17.282
C20 -18.244 -11.687 -16.684
H1 -26.676 -17.016 -14.166
H2 -24.971 -16.772 -13.791
H3 -25.381 -18.185 -14.687
H4 -25.006 -14.375 -17.420
H5 -22.632 -13.614 -17.960
H6 -21.021 -17.079 -15.981
H7 -23.251 -17.638 -15.120
H8 -19.405 -15.912 -15.511
H9 -16.990 -15.727 -14.170
H10 -14.309 -15.779 -14.231
H11 -13.192 -13.724 -15.006
H12 -16.141 -8.463 -16.888
H13 -18.462 -8.318 -17.582
H14 -19.899 -10.537 -17.447
S1 -9.051 -9.786 -17.918
C21 -9.621 -11.157 -17.121
S2 -9.978 -11.472 -18.784
S3 -9.646 -11.868 -15.609
C22 -12.442 -15.596 -22.264
C23 -12.586 -14.097 -22.237
C24 -13.526 -13.564 -23.299
S4 -14.350 -11.968 -22.827
O2 -15.003 -11.464 -24.088
C25 -12.915 -10.866 -22.414
C26 -13.451 -9.651 -21.601
C27 -13.808 -9.973 -20.174
H15 -11.966 -15.898 -21.373
H16 -11.843 -15.916 -23.143
H17 -13.471 -16.003 -22.294
H18 -11.568 -13.589 -22.346
H19 -12.831 -13.821 -21.196
H20 -14.447 -14.242 -23.411
H21 -13.033 -13.378 -24.273
H22 -12.543 -10.661 -23.392
H23 -12.182 -11.352 -21.758
H24 -14.257 -9.098 -22.149
H25 -12.644 -8.884 -21.672
H26 -14.783 -10.534 -20.021
H27 -13.888 -9.143 -19.546
H28 -13.111 -10.590 -19.668
N5 -13.486 -10.605 -14.277
P1 -13.154 -9.462 -13.242
C28 -11.463 -8.945 -13.216
C29 -10.517 -9.348 -14.134
C30 -9.146 -9.066 -13.957
C31 -8.758 -8.519 -12.724
C32 -9.708 -8.078 -11.805
C33 -11.091 -8.221 -12.112
C34 -13.446 -10.222 -11.635
C35 -14.058 -9.588 -10.546
C36 -14.106 -10.271 -9.319
C37 -13.421 -11.483 -9.137
C38 -12.800 -12.093 -10.252
C39 -12.810 -11.520 -11.497
C40 -14.071 -8.021 -13.575
C41 -15.459 -8.113 -13.229
C42 -16.217 -6.953 -13.221
C43 -15.628 -5.708 -13.440
C44 -14.270 -5.581 -13.737
C45 -13.527 -6.757 -13.861
H29 -10.821 -9.855 -15.013
H30 -8.440 -9.343 -14.757
H31 -7.704 -8.477 -12.363
H32 -9.413 -7.435 -10.940
H33 -11.793 -7.709 -11.479
H34 -14.471 -8.550 -10.629
H35 -14.696 -9.825 -8.529
H36 -13.293 -12.060 -8.235
H37 -12.221 -12.979 -10.012
H38 -12.281 -11.978 -12.331
H39 -15.945 -9.014 -12.855
H40 -17.270 -7.047 -12.936
H41 -16.151 -4.782 -13.323
H42 -13.859 -4.686 -14.020
H43 -12.516 -6.597 -14.183

Computed properties:
Net charge: +1
ΔE to the lowest compared entry with this formula, charge and spin, kcal/mol: 111.7
LUMO, eV: -3.615
Gap between HOMO and LUMO, eV: 6.32

---

- Among the records above, which one has the highest net charge?
  C45H42Br2N4P2PbS2

---

- Which value of net charge does entry 5 give?
  +1